No. 1
Below is a cluster of 10 separate species, C32H68NO14 in total, with properties calculated with the ωB97M-V functional and the def2-TZVPD basis.

Computed properties:
Frontier orbital gap, eV: 10.08
ΔE to the lowest compared entry with this formula, charge and spin, kcal per mole: 40.0
Energy, eV: -64424.6933

```
! wB97M-V def2-TZVPD RIJCOSX def2/J DEFGRID3
* xyz 1 1
N 0.613 -0.159 0.228
H 0.758 0.672 -0.434
H 0.635 -1.088 -0.292
H -0.284 0.106 0.775
H 1.402 -0.368 0.906
O -1.568 -0.010 2.596
C -2.103 0.331 3.697
O -3.521 0.624 3.817
C -4.484 0.070 2.896
C -5.878 0.742 2.996
C -1.448 0.585 5.028
H -4.788 -0.984 3.051
H -4.238 0.229 1.900
H -6.129 0.569 3.971
H -6.695 0.227 2.247
H -5.921 1.785 2.702
H -0.771 -0.294 5.491
H -2.129 0.909 5.701
H -0.562 1.144 4.889
O 1.075 -1.374 -2.506
C 1.521 -2.491 -2.785
O 1.259 -3.175 -3.866
C 0.584 -2.467 -4.890
C 0.445 -3.337 -6.145
C 2.627 -3.045 -1.924
H 1.045 -1.537 -5.381
H -0.474 -2.194 -4.542
H -0.154 -4.279 -5.934
H 1.541 -3.679 -6.639
H -0.044 -2.949 -7.057
H 2.640 -4.115 -2.220
H 2.122 -3.086 -0.930
H 3.659 -2.875 -1.931
O -0.531 0.347 -6.048
C 0.382 1.103 -6.233
O 0.955 1.925 -5.247
C 0.153 2.115 -4.037
C 0.799 3.283 -3.307
C 1.050 1.188 -7.579
H 0.325 1.231 -3.338
H -0.962 1.996 -4.087
H 0.610 3.076 -2.335
H 0.478 4.177 -3.605
H 1.909 3.416 -3.401
H 1.433 2.389 -7.767
H 0.269 0.828 -8.436
H 1.886 0.318 -7.553
O -0.952 -2.961 0.164
C -2.101 -3.437 -0.059
O -2.404 -4.261 -1.063
C -1.336 -4.694 -1.904
C -1.850 -5.769 -2.845
C -3.286 -3.020 0.705
H -0.379 -4.634 -1.370
H -1.055 -4.090 -2.677
H -1.035 -6.115 -3.410
H -2.499 -5.335 -3.572
H -2.446 -6.620 -2.303
H -4.107 -2.852 -0.019
H -3.037 -1.917 1.154
H -3.457 -3.649 1.582
O 1.118 -2.033 2.598
C 0.923 -2.011 3.862
O -0.072 -2.521 4.359
C -0.912 -3.376 3.820
C -2.252 -3.490 4.570
C 2.020 -1.368 4.904
H -0.233 -4.227 3.556
H -1.374 -2.984 2.878
H -1.961 -3.821 5.619
H -3.016 -4.136 4.045
H -2.591 -2.548 4.758
H 2.794 -0.937 4.374
H 2.345 -2.287 5.372
H 1.375 -0.748 5.395
C 3.596 2.128 2.844
C 2.840 2.567 4.113
O 1.778 2.011 4.523
C 3.641 3.674 4.925
H 3.160 1.273 2.404
H 4.545 2.011 3.018
H 3.550 3.010 2.101
H 3.568 4.537 4.406
H 4.742 3.463 4.924
H 3.176 3.640 5.811
C 1.133 4.964 1.418
C 0.352 3.705 1.395
O 0.740 2.667 0.701
C -0.966 3.510 2.159
H 1.621 4.911 2.321
H 0.634 5.756 1.345
H 1.995 4.994 0.856
H -1.596 2.615 1.908
H -1.532 4.505 1.889
H -0.899 3.301 3.281
C 4.824 0.258 -2.518
C 4.537 0.430 -1.125
O 3.639 -0.305 -0.402
C 5.077 1.638 -0.437
H 4.574 1.230 -3.140
H 4.261 -0.469 -3.117
H 6.007 0.096 -2.753
H 5.815 2.129 -1.046
H 5.449 1.396 0.503
H 4.164 2.364 -0.267
C -2.758 3.815 -1.423
C -2.687 2.337 -0.955
O -1.439 1.829 -0.846
C -3.851 1.578 -0.503
H -3.809 3.684 -1.599
H -2.276 3.920 -2.187
H -2.890 4.567 -0.631
H -4.148 2.173 0.445
H -3.643 0.516 -0.122
H -4.635 1.535 -1.155
*
```

Here are the Mulliken charges for atoms 1 to 99, given in e:
1. N 1.49
2. H 0.02
3. H -0.18
4. H -0.33
5. H 0.17
6. O -0.07
7. C 0.75
8. O -0.31
9. C 0.53
10. C -1.55
11. C -1.03
12. H 0.18
13. H -0.30
14. H 0.51
15. H 0.30
16. H 0.35
17. H -0.02
18. H 0.69
19. H -0.01
20. O -0.37
21. C 0.57
22. O -0.33
23. C 0.36
24. C -1.32
25. C -0.87
26. H 0.01
27. H 0.21
28. H 0.27
29. H 0.26
30. H 0.37
31. H 0.38
32. H 0.05
33. H 0.36
34. O -0.54
35. C 0.68
36. O -0.32
37. C 0.73
38. C -1.19
39. C -0.91
40. H -0.42
41. H 0.34
42. H 0.05
43. H 0.57
44. H 0.26
45. H 0.28
46. H 0.31
47. H 0.23
48. O -0.47
49. C 0.59
50. O -0.34
51. C 0.01
52. C -1.48
53. C -0.42
54. H 0.43
55. H 0.08
56. H 0.44
57. H 0.38
58. H 0.29
59. H 0.38
60. H -0.15
61. H 0.23
62. O -0.55
63. C 0.71
64. O -0.24
65. C 0.05
66. C -1.13
67. C -1.25
68. H 0.42
69. H -0.13
70. H 0.34
71. H 0.35
72. H 0.19
73. H 0.25
74. H 0.37
75. H 0.46
76. C -0.90
77. C 0.62
78. O -0.50
79. C -1.52
80. H -0.01
81. H 0.88
82. H 0.19
83. H 0.42
84. H 0.35
85. H 0.46
86. C -2.10
87. C 0.98
88. O -0.34
89. C -0.42
90. H 0.52
91. H 0.66
92. H 0.43
93. H -0.37
94. H 0.32
95. H 0.23
96. C -1.14
97. C 0.87
98. O -0.45
99. C -0.86

No. 2
Below is a structure of composition C32H70Ba2N3O8, with properties calculated with the ωB97M-V functional and the def2-TZVPD basis.

Computed properties:
Frontier orbital gap, eV: 1.85
Energy, eV: -56529.3409

```
! wB97M-V def2-TZVPD RIJCOSX def2/J DEFGRID3
* xyz 3 1
Ba 18.070 -12.400 -10.155
Ba 19.583 -12.951 -5.831
O 19.577 -8.805 -7.712
C 19.391 -10.043 -7.239
O 19.784 -10.320 -6.088
O 19.100 -10.982 -8.078
H 20.079 -8.463 -6.940
C 17.571 -4.906 -10.051
C 17.326 -5.984 -9.031
O 17.746 -7.250 -9.588
H 16.921 -4.041 -9.924
H 17.240 -5.328 -11.008
H 18.606 -4.614 -10.212
H 16.284 -6.082 -8.711
H 17.861 -5.804 -8.090
H 18.266 -7.732 -8.943
C 17.868 -10.588 -3.340
C 17.972 -11.853 -2.486
O 19.140 -12.617 -2.903
H 17.229 -10.894 -4.185
H 18.830 -10.334 -3.778
H 17.353 -9.819 -2.777
H 17.109 -12.517 -2.536
H 18.070 -11.563 -1.438
H 19.309 -13.283 -2.225
C 20.334 -2.540 -4.657
C 20.430 -4.060 -4.882
C 21.588 -4.220 -5.861
C 22.061 -5.669 -5.907
C 22.549 -6.073 -4.522
C 21.407 -5.996 -3.494
N 20.707 -4.690 -3.587
O 19.523 -4.741 -2.802
C 20.491 -7.205 -3.605
C 22.095 -5.985 -2.121
C 19.109 -4.506 -5.532
H 19.472 -2.250 -4.050
H 20.258 -2.008 -5.604
H 21.202 -2.198 -4.092
H 21.295 -3.909 -6.865
H 22.472 -3.628 -5.604
H 22.795 -5.809 -6.705
H 21.195 -6.260 -6.253
H 23.397 -5.475 -4.199
H 22.825 -7.123 -4.658
H 19.828 -7.231 -4.472
H 21.071 -8.137 -3.552
H 19.855 -7.353 -2.726
H 21.360 -5.883 -1.323
H 22.569 -6.967 -2.003
H 22.881 -5.240 -2.033
H 19.063 -5.597 -5.559
H 18.938 -4.044 -6.503
H 18.289 -4.190 -4.888
H 19.752 -4.142 -2.083
C 23.450 -10.160 -10.311
C 23.131 -8.749 -9.792
C 24.306 -7.818 -10.075
C 24.454 -7.444 -11.530
C 23.242 -6.571 -11.843
C 21.916 -7.357 -11.634
N 21.945 -8.146 -10.392
O 20.831 -9.026 -10.327
C 20.821 -6.285 -11.560
C 21.756 -8.221 -12.893
C 23.025 -8.765 -8.262
H 22.770 -10.921 -9.919
H 24.469 -10.442 -10.042
H 23.406 -10.190 -11.400
H 24.115 -6.886 -9.528
H 25.247 -8.177 -9.653
H 24.517 -8.328 -12.167
H 25.380 -6.885 -11.664
H 23.246 -6.269 -12.890
H 23.273 -5.699 -11.190
H 20.987 -5.615 -12.397
H 19.824 -6.731 -11.488
H 20.848 -5.795 -10.582
H 20.905 -8.907 -12.830
H 21.588 -7.600 -13.770
H 22.626 -8.857 -13.053
H 22.331 -9.497 -7.822
H 22.647 -7.793 -7.931
H 23.994 -8.906 -7.783
H 20.459 -8.807 -9.468
C 14.670 -7.822 -4.294
C 15.309 -7.411 -5.631
C 16.310 -8.487 -6.102
C 15.581 -9.681 -6.726
C 14.698 -9.270 -7.890
C 13.740 -8.136 -7.494
N 14.429 -7.091 -6.752
O 13.656 -5.944 -6.540
C 13.196 -7.533 -8.786
C 12.534 -8.748 -6.742
C 16.206 -6.187 -5.388
H 14.169 -6.932 -3.903
H 15.376 -8.195 -3.558
H 13.871 -8.548 -4.450
H 17.011 -8.073 -6.829
H 16.766 -8.934 -5.217
H 14.972 -10.180 -5.965
H 16.238 -10.460 -7.159
H 14.043 -10.080 -8.229
H 15.285 -8.975 -8.768
H 12.594 -8.181 -9.424
H 12.604 -6.626 -8.671
H 14.053 -7.226 -9.398
H 12.072 -7.978 -6.116
H 11.734 -9.097 -7.394
H 12.731 -9.570 -6.046
H 16.904 -6.410 -4.580
H 15.652 -5.280 -5.145
H 16.726 -5.926 -6.308
H 13.086 -6.142 -5.780
*
```

Here are the Mulliken charges for atoms 1 to 99, given in e:
1. Ba 1.85
2. Ba 1.80
3. O 0.33
4. C 0.87
5. O -0.95
6. O -0.70
7. H -0.40
8. C -1.52
9. C 1.81
10. O -0.53
11. H 0.46
12. H 0.39
13. H 0.23
14. H -0.12
15. H -0.94
16. H 0.16
17. C 0.03
18. C -0.66
19. O -0.46
20. H -0.03
21. H 0.05
22. H 0.26
23. H 0.36
24. H 0.37
25. H 0.27
26. C -2.05
27. C 1.65
28. C -1.86
29. C 1.20
30. C -1.58
31. C 1.67
32. N 0.14
33. O -0.46
34. C -1.28
35. C -1.93
36. C -1.35
37. H 0.39
38. H 0.38
39. H 0.50
40. H 0.55
41. H 0.38
42. H 0.38
43. H -0.89
44. H 0.40
45. H 0.48
46. H -0.16
47. H 0.46
48. H 0.41
49. H 0.43
50. H 0.39
51. H 0.41
52. H -0.22
53. H 0.54
54. H 0.55
55. H 0.38
56. C -1.75
57. C 2.04
58. C -1.15
59. C -0.81
60. C -1.22
61. C 1.20
62. N 0.78
63. O -0.32
64. C -1.93
65. C -1.67
66. C -1.85
67. H 0.18
68. H 0.40
69. H 0.36
70. H 0.21
71. H 0.59
72. H 0.33
73. H 0.42
74. H 0.51
75. H 0.38
76. H 0.43
77. H 0.37
78. H 0.38
79. H 0.22
80. H 0.50
81. H 0.37
82. H 0.05
83. H 0.33
84. H 0.51
85. H 0.27
86. C -1.71
87. C 1.08
88. C 0.61
89. C -0.54
90. C -1.36
91. C 1.37
92. N 1.00
93. O -0.57
94. C -1.84
95. C -1.73
96. C -1.84
97. H 0.49
98. H 0.24
99. H 0.36